1.
A molecular structure, C26H16ClF9NO5PSV at a distorted geometry. Source: the OMol25 dataset; level of theory: wB97M-V/def2-TZVPD.

Values from the calculation:
Expectation value of S²: 0.78
Kohn-Sham gap (spin up / spin down) (eV): 6.398 / 7.093
E_HOMO (spin up / spin down) (eV): -15.35 / -15.34
Spin multiplicity: 2
Total charge: +2
Max |F| (eV/A): 1.8

Last column: natural (NBO) charge in e.
Geometry (Å):
V 0.1612 0.2590 0.1834  1.1978
O 1.8749 0.5913 0.2330  -0.4463
N 2.8511 0.0651 1.0109  0.0013
C 4.1465 0.1841 0.6365  0.0588
C 5.0753 -0.4030 1.4424  -0.2115
C 4.6518 -1.0916 2.5911  -0.0794
C 3.3188 -1.1828 2.9230  -0.2135
C 2.3734 -0.5873 2.0907  0.0455
S 0.6522 -0.6017 2.2804  0.1730
H 4.3374 0.7386 -0.2697  0.2690
H 6.1198 -0.3278 1.1780  0.2770
H 5.3872 -1.5720 3.2230  0.2687
H 2.9838 -1.7155 3.8021  0.2749
O 0.3043 -1.6537 -0.8359  -0.7806
Cl -1.1829 -1.8469 -0.7838  2.4776
O -1.5894 -2.9756 -0.0711  -0.6205
O -1.8042 -1.5967 -2.0146  -0.6449
O -1.4622 -0.5335 0.1417  -0.7354
F 1.9409 6.8629 -3.3228  -0.3061
C 1.8768 7.0895 -2.0031  0.9697
F 3.1321 7.2508 -1.5493  -0.3075
F 1.2078 8.2288 -1.7998  -0.3017
C 1.2155 5.9274 -1.2901  -0.0735
C 1.4570 4.6403 -1.7439  -0.1912
C 0.8843 3.5689 -1.0787  -0.1218
C 0.0701 3.7871 0.0295  -0.4322
C -0.1711 5.0851 0.4789  -0.1127
C 0.4086 6.1544 -0.1833  -0.1804
P -0.7975 2.4216 0.8100  1.0885
C -2.5063 2.4993 0.2584  -0.4149
C -2.7705 2.1131 -1.0542  -0.1158
C -4.0601 2.1752 -1.5539  -0.1895
C -5.0823 2.6305 -0.7354  -0.0717
C -4.8233 3.0506 0.5605  -0.1619
C -3.5341 2.9890 1.0626  -0.1739
C -6.5124 2.6746 -1.2295  0.9694
F -6.5984 2.3585 -2.5262  -0.3057
F -7.0298 3.8984 -1.0569  -0.3036
F -7.2636 1.8052 -0.5352  -0.3062
C -0.6623 2.5425 2.5893  -0.3927
C -1.5650 1.8740 3.4166  -0.2130
C -1.3008 1.7587 4.7734  -0.1088
C -0.1305 2.2899 5.2923  -0.0994
C 0.7652 2.9695 4.4767  -0.1644
C 0.5048 3.0933 3.1232  -0.1942
C 0.2338 2.0400 6.7388  0.9685
F 1.0202 0.9483 6.8243  -0.3168
F 0.9116 3.0702 7.2553  -0.3025
F -0.8519 1.8248 7.4864  -0.3010
H 2.0826 4.4798 -2.6117  0.2549
H 1.0835 2.5671 -1.4461  0.1837
H -0.8061 5.2693 1.3375  0.2291
H 0.2272 7.1659 0.1540  0.2613
H -1.9758 1.7813 -1.7163  0.1940
H -4.2725 1.8772 -2.5710  0.2593
H -5.6263 3.4320 1.1779  0.2571
H -3.3393 3.3471 2.0637  0.2352
H -2.4598 1.4162 3.0168  0.2394
H -2.0023 1.2531 5.4232  0.2504
H 1.6599 3.4044 4.9028  0.2544
H 1.2022 3.6302 2.4916  0.2372


2.
A single C4H10N2OS molecule at a distorted geometry. Source: the OMol25 dataset; level of theory: wB97M-V/def2-TZVPD.

Values from the calculation:
Kohn-Sham gap (eV): 9.487
E_HOMO (eV): -8.79
Total charge: 0
Max |F| (eV/A): 3.5
Structure (SMILES): CNC(=O)[C@H](N)CS

Last column: natural (NBO) charge in e.
Geometry (Å):
C 1.1469 2.0070 0.6331  -0.4295
N 0.1142 1.8915 -0.4210  -0.6130
C -0.2074 0.6346 -0.8565  0.6626
O -0.7710 0.4549 -1.8993  -0.6227
C 0.0362 -0.6837 -0.0594  -0.1454
N 0.3054 -1.8295 -0.9865  -0.8352
C -1.3263 -0.8222 0.6549  -0.5307
S -1.2583 -2.2592 1.7714  -0.0608
H 2.2540 1.9434 0.3623  0.1976
H 0.9345 1.1449 1.2817  0.2050
H 0.8724 2.9653 1.1883  0.2131
H 0.2083 2.5331 -1.1316  0.3907
H 0.8868 -0.5555 0.6835  0.2028
H -0.2262 -1.5992 -1.8572  0.3890
H 1.3001 -1.7819 -1.2366  0.3605
H -1.6048 0.1145 1.0950  0.2329
H -2.0286 -1.0608 -0.1743  0.2320
H -0.6363 -3.0973 0.9521  0.1511


3.
7 unconnected molecules or ions with the total composition C49H62Br2N6O4S at a distorted geometry. Source: the OMol25 dataset; level of theory: wB97M-V/def2-TZVPD.

Values from the calculation:
Kohn-Sham gap (eV): 8.574
E_HOMO (eV): -8.34
Total charge: 0
Max |F| (eV/A): 3.4
Structure (SMILES): CCC[C@H](C)[C@]1(CCCBr)[C@H](CC(=O)O)[C@H](CCCS)O[C@@H]1CC(=O)Br.c1ccncc1.c1ccncc1.c1ccncc1.c1ccncc1.c1ccncc1.c1ccncc1

Last column: Löwdin charge in e.
Geometry (Å):
C 4.7834 0.6013 1.7814  -0.0815
C 4.4135 -0.2997 0.5796  -0.2337
C 3.5904 0.4220 -0.4810  -0.1741
C 2.2301 0.9624 -0.0075  -0.2630
C 1.5756 -0.0406 0.9498  -0.0502
C 1.3111 1.4182 -1.1523  -0.2712
C 2.1173 1.9958 -2.3256  -0.1555
C 3.0196 3.2024 -2.0189  -0.2703
C 2.4629 4.5543 -2.4102  -0.5838
Br 2.0921 4.6620 -4.3143  0.7122
C 0.1963 2.4687 -0.7595  -0.1147
C 0.4401 3.4732 0.3869  -0.0367
C 0.0982 3.1524 1.8212  -0.4666
O -0.7614 3.7836 2.4220  0.0894
O 0.8121 2.1743 2.4626  0.0486
C -1.1401 1.6696 -0.8835  -0.2540
C -2.3574 1.9677 -0.0268  -0.1123
C -3.2268 0.7262 0.2549  -0.2631
C -3.3455 0.3708 1.7251  -0.5107
S -1.6766 -0.1193 2.2442  0.7877
O -0.7543 0.3116 -0.9079  -0.1508
C 0.3570 0.3296 -1.7401  -0.2912
C 0.8979 -1.0542 -2.1024  -0.0742
C 0.7225 -2.1766 -1.1086  -0.7230
O 1.6502 -2.8784 -0.7179  -0.0010
Br -1.0663 -2.5937 -0.4632  0.8178
H 4.5022 1.6243 1.5610  0.0625
H 4.2691 0.2664 2.6712  0.0645
H 5.8497 0.5712 1.9452  0.0636
H 5.3394 -0.5909 0.0926  0.1018
H 3.9595 -1.2282 0.8915  0.0973
H 3.4651 -0.2595 -1.3165  0.1022
H 4.2234 1.2183 -0.8603  0.1044
H 2.4538 1.8496 0.5783  0.1016
H 1.7950 -1.0671 0.7006  0.0620
H 0.5119 0.1054 1.0384  0.0009
H 1.9725 0.1228 1.9437  0.0784
H 1.4460 2.2799 -3.1276  0.0807
H 2.7531 1.2269 -2.7497  0.1136
H 3.9420 3.0787 -2.5775  0.1058
H 3.3246 3.2461 -0.9795  0.1027
H 1.5677 4.8358 -1.8755  0.0432
H 3.2038 5.3142 -2.2076  0.0568
H 0.1456 3.1324 -1.6136  0.1245
H -0.0780 4.3899 0.1487  0.1267
H 1.5014 3.7143 0.3727  0.1149
H 1.6472 2.5439 2.7652  0.1248
H -1.4534 1.8984 -1.9058  0.1481
H -2.9811 2.6514 -0.5877  0.1175
H -2.1400 2.4646 0.9118  0.0874
H -2.8535 -0.1553 -0.2544  0.0673
H -4.2308 0.8912 -0.1174  0.1100
H -3.7306 1.2123 2.2897  0.0788
H -3.9939 -0.4862 1.8381  0.0444
H -1.8011 -0.4292 3.5432  -0.1542
H 0.0972 0.7624 -2.7119  0.1359
H 0.3558 -1.3550 -2.9968  0.1124
H 1.9325 -1.0158 -2.3981  0.1153
C -7.7328 -3.4248 3.5364  -0.0815
C -6.5188 -3.9402 3.1130  -0.0741
C -5.8409 -3.2799 2.0995  -0.1541
N -6.2925 -2.1771 1.5058  0.0528
C -7.4606 -1.6954 1.9242  -0.1557
C -8.2165 -2.2768 2.9308  -0.0744
H -8.2931 -3.9100 4.3251  0.1050
H -6.1044 -4.8352 3.5563  0.0994
H -4.8861 -3.6487 1.7402  0.1036
H -7.8040 -0.7969 1.4233  0.1026
H -9.1589 -1.8398 3.2304  0.1004
C 6.0254 2.3378 -7.7325  -0.0833
C 5.1452 2.9965 -6.8903  -0.0716
C 3.8070 3.0524 -7.2489  -0.1649
N 3.3174 2.5086 -8.3617  0.0529
C 4.1772 1.8806 -9.1605  -0.1606
C 5.5332 1.7659 -8.8941  -0.0773
H 7.0779 2.2715 -7.4884  0.1041
H 5.4847 3.4589 -5.9734  0.0988
H 3.0897 3.5551 -6.6105  0.0219
H 3.7523 1.4491 -10.0602  0.1008
H 6.1843 1.2420 -9.5801  0.0995
C -0.8312 -6.6956 0.4171  -0.0752
C -1.0991 -5.8350 1.4674  -0.0699
C -1.4902 -6.3804 2.6812  -0.1460
N -1.6271 -7.6873 2.8964  0.0542
C -1.3665 -8.5002 1.8751  -0.1635
C -0.9662 -8.0592 0.6226  -0.0755
H -0.5219 -6.3078 -0.5453  0.1042
H -1.0067 -4.7658 1.3485  0.0386
H -1.7064 -5.7399 3.5299  0.0639
H -1.4866 -9.5592 2.0765  0.0997
H -0.7664 -8.7678 -0.1695  0.0987
C -2.7364 -1.2287 -7.0850  -0.0789
C -2.8673 -1.2558 -5.7060  -0.0675
C -1.8707 -0.6663 -4.9455  -0.1579
N -0.7921 -0.0778 -5.4585  0.0550
C -0.6803 -0.0622 -6.7851  -0.1481
C -1.6214 -0.6193 -7.6383  -0.0700
H -3.4913 -1.6757 -7.7188  0.1053
H -3.7191 -1.7212 -5.2302  0.1032
H -1.9334 -0.6548 -3.8606  0.0989
H 0.2069 0.4230 -7.1773  0.1033
H -1.4814 -0.5753 -8.7093  0.1015
C -1.2980 -5.0929 5.6650  -0.1116
C -2.4080 -4.2858 5.4767  -0.0838
C -2.2056 -2.9404 5.2105  -0.1554
N -1.0024 -2.3766 5.1293  0.0534
C 0.0532 -3.1652 5.3137  -0.1436
C -0.0386 -4.5228 5.5816  -0.0659
H -1.4126 -6.1492 5.8720  0.1129
H -3.4100 -4.6886 5.5325  0.1028
H -3.0481 -2.2756 5.0496  0.1014
H 1.0199 -2.6795 5.2396  0.1049
H 0.8548 -5.1157 5.7192  0.1050
C 0.6170 5.2317 5.2135  -0.0757
C 0.6069 5.0820 6.5905  -0.0688
C 1.6098 5.6944 7.3272  -0.1588
N 2.5878 6.4183 6.7867  0.0483
C 2.5844 6.5515 5.4630  -0.1636
C 1.6271 5.9836 4.6353  -0.0776
H -0.1471 4.7711 4.5990  0.0887
H -0.1607 4.5023 7.0840  0.1017
H 1.6373 5.6036 8.4076  0.1012
H 3.3921 7.1462 5.0498  0.0998
H 1.6716 6.1296 3.5639  0.0966


4.
11 unconnected molecules or ions with the total composition C44H121N11O11 at a distorted geometry. Source: the OMol25 dataset; level of theory: wB97M-V/def2-TZVPD.

Values from the calculation:
Kohn-Sham gap (eV): 9.457
E_HOMO (eV): -8.93
Total charge: 0
Max |F| (eV/A): 2.6
Structure (SMILES): COC[C@H](C)N.COC[C@H](C)N.COC[C@H](C)N.COC[C@H](C)N.COC[C@H](C)N.COC[C@H](C)N.COC[C@H](C)N.COC[C@H](C)N.COC[C@H](C)N.COC[C@H](C)N.COC[C@H](C)N

Last column: Löwdin charge in e.
Geometry (Å):
C 4.9109 -6.3921 -2.6990  -0.1220
O 4.4534 -5.0656 -2.6670  -0.1896
C 3.3557 -4.8365 -3.5280  -0.2194
C 2.9987 -3.3654 -3.4585  -0.4274
C 2.5132 -2.9436 -2.0798  -0.0617
N 2.0070 -2.9894 -4.5056  0.0631
H 4.1810 -7.1651 -2.4384  0.0887
H 5.6603 -6.4724 -1.9066  0.0871
H 5.4103 -6.6082 -3.6482  0.0886
H 3.6786 -5.1570 -4.5302  0.1244
H 2.4550 -5.4331 -3.3224  0.1339
H 3.9384 -2.8271 -3.6484  0.1387
H 2.4496 -1.8618 -1.9507  0.0611
H 3.3668 -3.1274 -1.4114  0.0672
H 1.6543 -3.5151 -1.7354  0.0853
H 2.0970 -1.9819 -4.6079  0.0322
H 2.3972 -3.4153 -5.3447  0.0685
C -9.0565 0.2439 2.1088  -0.1140
O -7.8195 0.8898 1.9128  -0.1895
C -7.0486 0.3509 0.8622  -0.2277
C -5.6504 0.9568 0.8864  -0.4124
C -4.8034 0.3726 -0.2448  -0.0653
N -4.9207 0.6847 2.1159  0.0449
H -9.4691 0.6672 3.0225  0.0860
H -8.9859 -0.8447 2.1563  0.0857
H -9.7427 0.5277 1.2998  0.0868
H -7.0613 -0.7465 0.8601  0.1252
H -7.5227 0.6211 -0.0956  0.1271
H -5.7753 2.0383 0.8126  0.1425
H -4.7843 -0.7129 -0.1149  0.0786
H -3.7701 0.6931 -0.1318  0.0569
H -5.1980 0.6197 -1.2323  0.0716
H -4.9636 -0.2605 2.4737  0.0426
H -5.1929 1.2195 2.9319  0.0737
C -4.4784 -0.1976 5.8915  -0.0891
O -4.3209 -0.8230 4.6345  -0.2325
C -3.6637 -2.0764 4.6352  -0.1919
C -3.4840 -2.5558 3.1790  -0.4279
C -2.7492 -3.8855 3.2179  -0.0715
N -2.7902 -1.5658 2.3412  0.0703
H -5.3376 -0.6407 6.4118  0.0877
H -4.7613 0.8428 5.7551  0.0853
H -3.5807 -0.3634 6.4898  0.0868
H -2.6839 -1.9228 5.0998  0.1319
H -4.2995 -2.8548 5.0751  0.1301
H -4.4448 -2.7241 2.6852  0.1359
H -3.1839 -4.6502 3.8592  0.0774
H -1.6917 -3.7787 3.4922  0.0684
H -2.6512 -4.3023 2.2104  0.0796
H -3.2065 -0.6949 2.6692  0.0320
H -1.8225 -1.4712 2.6453  0.0400
C 2.3426 2.0768 8.5334  -0.1119
O 3.5022 1.3174 8.2875  -0.1839
C 3.2611 -0.0720 8.0966  -0.2081
C 2.4865 -0.4930 6.8610  -0.4508
C 2.4820 -1.9894 6.5991  -0.0665
N 3.1735 0.1238 5.7153  0.0583
H 2.5663 3.1363 8.6652  0.0884
H 1.7893 1.7134 9.4062  0.0927
H 1.6864 2.0674 7.6502  0.0680
H 4.3018 -0.3989 7.9932  0.1316
H 2.9277 -0.6242 8.9847  0.1269
H 1.4373 -0.1682 6.9172  0.1234
H 2.0575 -2.5788 7.4148  0.0812
H 3.5182 -2.2438 6.3742  0.0819
H 1.8116 -2.1372 5.7514  0.0587
H 2.7904 0.0058 4.7889  0.0259
H 3.2268 1.1195 5.9040  0.0697
C -0.3222 1.8886 4.9182  -0.0910
O -0.4054 2.7762 6.0092  -0.2100
C -0.2001 4.1442 5.7387  -0.2210
C -0.8094 4.9176 6.8918  -0.4133
C -2.3247 4.6519 6.9378  -0.0678
N -0.6298 6.3794 6.7609  0.0244
H -0.1548 2.4153 3.9727  0.0843
H -1.2782 1.3594 4.8817  0.0875
H 0.4919 1.1659 5.0227  0.0651
H 0.8420 4.3155 5.4399  0.1308
H -0.7422 4.4252 4.8166  0.1232
H -0.3114 4.6092 7.8110  0.1338
H -2.5525 3.5822 7.0442  0.0699
H -2.8501 4.9434 6.0300  0.0804
H -2.7233 5.0958 7.8499  0.0735
H -1.2835 6.8677 7.3574  0.0599
H -0.8603 6.6858 5.8213  0.0660
C 4.8997 -5.3227 5.3210  -0.1150
O 4.6658 -4.3603 4.3120  -0.1819
C 3.2828 -4.2984 3.9814  -0.2172
C 3.1002 -4.9065 2.5968  -0.4458
C 3.7785 -4.1182 1.4866  -0.0547
N 1.6673 -4.9709 2.3488  0.0400
H 4.6299 -4.9196 6.3025  0.0839
H 5.9560 -5.5884 5.3995  0.0860
H 4.3845 -6.2655 5.1136  0.0876
H 2.6254 -4.6479 4.7804  0.1245
H 3.0263 -3.2391 3.8573  0.0987
H 3.6092 -5.8826 2.5583  0.1379
H 4.8243 -3.9104 1.7240  0.0852
H 3.2928 -3.1682 1.2513  0.0662
H 3.8519 -4.7098 0.5702  0.0713
H 1.2467 -5.6828 2.9371  0.0738
H 1.4111 -5.2173 1.4001  0.0726
C -1.5133 3.0014 -1.1431  -0.0921
O -1.2379 3.3011 -2.4957  -0.2135
C -2.3671 3.8462 -3.1684  -0.2090
C -3.5406 2.8869 -3.3336  -0.4332
C -3.0334 1.6404 -4.0404  -0.0640
N -4.5083 3.5396 -4.2604  0.0416
H -2.0839 2.0641 -1.0873  0.0653
H -2.0297 3.8100 -0.6223  0.0972
H -0.5941 2.7212 -0.6269  0.0842
H -2.5685 4.8066 -2.6672  0.1257
H -2.0525 4.1949 -4.1566  0.1276
H -3.9197 2.5696 -2.3557  0.1162
H -3.7918 0.8719 -4.2020  0.0864
H -2.2662 1.1420 -3.4413  0.0478
H -2.5606 1.9310 -4.9793  0.0910
H -5.2965 2.8944 -4.2586  0.0708
H -4.8392 4.3782 -3.7843  0.0702
C -1.0247 -0.9992 -5.6454  -0.1080
O -2.1326 -1.5391 -6.3250  -0.1806
C -1.8990 -1.6995 -7.7204  -0.2026
C -2.1623 -0.4138 -8.4849  -0.4418
C -3.5872 0.0994 -8.4370  -0.0535
N -1.8253 -0.6703 -9.9077  0.0205
H -0.3811 -1.7681 -5.2112  0.0813
H -1.3896 -0.3786 -4.8188  0.0616
H -0.5014 -0.2425 -6.2365  0.0659
H -0.8821 -2.0919 -7.8567  0.1231
H -2.5074 -2.5476 -8.0459  0.1289
H -1.4416 0.3397 -8.1445  0.1238
H -3.5764 1.1375 -8.7725  0.0768
H -3.9824 0.0490 -7.4225  0.0734
H -4.2299 -0.4872 -9.0926  0.0819
H -0.8273 -0.7300 -10.0989  0.0664
H -2.0481 0.1844 -10.4181  0.0655
C 2.9280 3.2320 -0.7889  -0.0953
O 2.2733 4.4218 -1.1826  -0.1779
C 2.9138 5.0484 -2.2674  -0.2232
C 2.8292 4.2650 -3.5919  -0.4295
C 3.4502 5.0861 -4.7239  -0.0589
N 1.4136 4.0428 -3.9123  0.0410
H 2.6597 2.9330 0.2201  0.0700
H 4.0166 3.3415 -0.8467  0.0950
H 2.6525 2.4100 -1.4615  0.0746
H 2.5040 6.0575 -2.3465  0.1309
H 3.9792 5.2601 -2.0586  0.1204
H 3.2738 3.2737 -3.5069  0.1184
H 2.8030 5.8664 -5.1153  0.0787
H 3.6107 4.3997 -5.5601  0.0652
H 4.4299 5.4457 -4.4037  0.0768
H 0.9848 3.6426 -3.0758  0.0377
H 0.8177 4.8600 -4.0081  0.0763
C -0.7005 -0.6767 -1.3642  -0.1276
O 0.0310 -0.0574 -0.3505  -0.1632
C 0.4644 -0.9636 0.6363  -0.2104
C 0.6955 -0.3454 1.9869  -0.4237
C 1.8830 0.6271 2.0297  -0.0442
N 0.9054 -1.3038 3.0694  0.0600
H -0.8552 -0.0716 -2.2566  0.0572
H -1.7365 -0.8884 -1.0523  0.0921
H -0.3009 -1.6506 -1.6676  0.0872
H -0.2682 -1.7773 0.7499  0.1174
H 1.3582 -1.4968 0.2764  0.1163
H -0.1486 0.2654 2.3212  0.1252
H 1.4171 1.5851 1.7790  0.0673
H 2.6266 0.5036 1.2358  0.0794
H 2.4213 0.6613 2.9692  0.0524
H 1.7264 -1.8988 2.9994  0.0482
H 0.1530 -1.9917 3.0706  0.0498
C 1.6658 0.4584 -3.7415  -0.0871
O 1.9460 0.0704 -5.0690  -0.2302
C 3.0660 0.6627 -5.6799  -0.2046
C 3.2650 0.0027 -7.0358  -0.4244
C 4.4301 0.6345 -7.8001  -0.0660
N 2.0475 0.0476 -7.8757  0.0477
H 1.0020 -0.2734 -3.2866  0.0560
H 1.2410 1.4405 -3.5195  0.0792
H 2.6387 0.3499 -3.2373  0.0916
H 3.0092 1.7571 -5.6483  0.1244
H 3.9813 0.4317 -5.1031  0.1278
H 3.4960 -1.0572 -6.9113  0.1328
H 5.2801 0.5890 -7.1076  0.0762
H 4.3305 1.6639 -8.1408  0.0768
H 4.7231 0.0207 -8.6509  0.0762
H 1.8896 1.0296 -8.1058  0.0750
H 1.2659 -0.1454 -7.2493  0.0315